# 1
DFT (wB97M-V/def2-TZVPD) results for C55H44AsIrN4O5S as an isolated structure at a distorted geometry.

The geometry in XYZ format:
```
111
Properties=species:S:1:pos:R:3:forces:R:3:mulliken_charge:R:1
Ir 0.958 -0.471 -0.428 1.15 0.85 -1.38 1.81
O -4.810 -1.721 -1.102 -0.01 0.03 -0.05 -0.81
C -4.314 -2.851 -0.549 -0.12 0.02 -0.06 1.20
C -5.278 -3.740 -0.064 -0.03 0.07 -0.03 -0.55
C -4.918 -4.922 0.542 0.04 0.02 0.02 -0.58
C -3.571 -5.250 0.684 -0.05 -0.06 0.05 -0.79
C -2.618 -4.385 0.195 0.09 0.01 -0.13 -1.08
C -2.955 -3.180 -0.440 0.00 -0.06 -0.08 -0.36
C -1.840 -2.320 -0.930 -0.37 0.15 0.35 0.95
O -2.302 -1.062 -1.208 0.09 0.11 -0.50 0.07
N -0.695 -2.841 -0.948 0.43 -0.32 -0.15 -0.76
N 0.509 -2.211 -1.230 -0.42 -0.45 0.23 0.65
C 1.291 -2.994 -1.902 -0.04 -0.09 -0.21 -0.32
C 2.604 -2.754 -2.389 0.10 0.05 0.01 0.53
C 3.216 -3.787 -3.134 -0.03 0.01 0.03 -0.97
C 4.461 -3.636 -3.678 0.05 0.04 -0.01 -0.81
C 5.134 -2.410 -3.493 0.01 -0.04 -0.03 -0.69
C 4.577 -1.387 -2.778 -0.03 0.00 0.00 -0.30
C 3.288 -1.524 -2.185 -0.01 -0.13 -0.01 0.14
O 2.804 -0.559 -1.501 -0.15 0.13 0.02 -0.43
H -4.086 -1.098 -1.276 -0.13 -0.12 0.08 0.21
H -6.315 -3.451 -0.172 0.00 0.00 0.00 0.47
H -5.686 -5.586 0.920 0.01 -0.01 -0.01 0.40
H -3.269 -6.163 1.180 0.01 0.01 -0.03 0.42
H -1.565 -4.615 0.306 -0.28 0.04 -0.19 0.73
H 0.847 -3.957 -2.140 0.03 0.01 -0.02 0.32
H 2.670 -4.715 -3.270 0.00 0.01 0.00 0.43
H 4.919 -4.434 -4.246 0.00 0.00 0.00 0.38
H 6.117 -2.272 -3.930 0.00 0.00 0.00 0.44
H 5.086 -0.440 -2.648 0.00 0.00 0.01 0.45
S -0.245 2.451 1.013 0.25 0.27 0.12 -0.05
C 0.197 3.833 0.061 -0.03 -0.09 -0.05 -0.18
C -0.590 5.001 0.000 0.05 0.06 -0.04 -0.62
C -0.200 6.095 -0.748 -0.05 -0.05 0.05 -0.64
C 0.981 6.072 -1.488 0.04 -0.01 -0.02 -0.88
C 1.757 4.923 -1.478 0.01 0.00 0.02 -0.61
C 1.382 3.821 -0.712 -0.18 -0.03 -0.06 0.00
As 2.263 2.112 -0.803 -0.06 -0.16 0.80 1.25
C 3.624 2.438 -2.179 -0.13 -0.14 -0.17 -0.04
C 4.852 3.047 -1.939 -0.04 0.02 0.03 -0.25
C 5.766 3.220 -2.970 -0.01 -0.01 -0.03 -0.76
C 5.463 2.786 -4.254 -0.01 0.00 0.02 -0.49
C 4.239 2.179 -4.504 -0.01 0.00 0.03 -0.53
C 3.329 2.004 -3.469 0.02 0.00 -0.02 -0.59
C 3.461 2.129 0.744 0.03 0.05 -0.01 0.33
C 3.244 2.960 1.838 0.00 -0.04 -0.02 -0.61
C 4.083 2.894 2.945 0.00 -0.01 -0.01 -0.67
C 5.145 2.000 2.970 -0.02 0.03 -0.01 -0.55
C 5.370 1.171 1.878 -0.04 0.02 -0.04 -0.73
C 4.531 1.237 0.773 -0.01 -0.06 0.06 0.16
H -1.513 5.026 0.568 0.02 -0.01 0.00 0.33
H -0.825 6.983 -0.760 0.01 -0.01 0.00 0.37
H 1.284 6.933 -2.071 0.00 -0.02 0.01 0.37
H 2.666 4.886 -2.066 0.00 0.00 -0.02 0.32
H 5.098 3.385 -0.940 0.01 0.01 0.00 0.45
H 6.719 3.696 -2.769 0.00 0.00 0.00 0.40
H 6.178 2.919 -5.056 0.00 0.00 0.00 0.36
H 3.997 1.832 -5.501 0.00 0.00 0.01 0.39
H 2.383 1.509 -3.661 0.00 0.00 0.00 0.34
H 2.409 3.646 1.831 -0.07 0.02 -0.01 0.34
H 3.899 3.542 3.793 0.00 -0.01 -0.01 0.38
H 5.793 1.947 3.837 -0.01 0.00 -0.01 0.34
H 6.196 0.470 1.888 -0.01 0.01 0.00 0.41
H 4.703 0.581 -0.073 -0.01 -0.01 -0.01 0.34
C 2.003 -1.200 1.147 -0.07 0.07 0.16 -1.13
C 1.435 -2.534 1.491 0.14 -0.02 0.10 0.05
C 0.205 -2.633 2.149 -0.10 -0.11 0.17 -0.09
C -0.392 -3.861 2.360 0.12 0.10 0.17 -0.25
C 0.231 -5.026 1.912 0.11 -0.11 0.11 0.14
C 1.466 -4.946 1.269 0.01 0.05 -0.04 -0.88
C 2.057 -3.710 1.068 0.02 -0.06 0.08 -0.49
C -0.407 -6.303 2.094 0.12 0.14 0.02 0.14
N -0.922 -7.322 2.234 -0.03 -0.03 -0.01 -0.66
H 3.064 -1.252 0.897 0.00 -0.05 0.02 0.47
H 1.847 -0.458 1.936 0.04 -0.10 0.05 0.80
H -0.299 -1.719 2.441 0.03 -0.07 0.03 0.25
H -1.355 -3.927 2.850 0.00 0.01 0.01 0.45
H 1.948 -5.852 0.924 0.01 0.00 0.00 0.47
H 3.006 -3.646 0.546 0.00 -0.02 0.03 0.47
C -4.758 -0.551 5.099 0.01 0.00 -0.02 -1.43
C -4.362 0.526 4.123 0.00 0.01 0.01 1.30
C -4.452 1.863 4.490 0.01 0.01 -0.01 -1.02
C -4.062 2.866 3.613 -0.01 -0.02 0.03 -1.19
C -3.600 2.537 2.354 -0.01 0.09 0.01 0.05
C -3.553 1.206 1.955 0.01 -0.06 -0.04 -0.06
N -3.073 0.847 0.672 -0.18 -0.08 0.12 1.25
C -3.322 1.514 -0.484 -0.09 0.00 0.04 0.18
C -4.308 2.510 -0.604 -0.09 0.09 -0.03 -0.70
C -4.477 3.207 -1.782 0.02 -0.03 0.04 -0.76
C -3.681 2.960 -2.900 0.02 -0.02 0.01 -0.90
C -2.744 1.952 -2.821 0.02 0.11 -0.05 -0.71
C -2.591 1.204 -1.655 0.09 -0.06 -0.06 1.14
C -1.676 0.058 -1.742 -0.05 0.04 0.35 0.73
O -0.602 0.031 -2.282 -0.02 -0.14 -0.19 -0.79
O -0.579 -0.373 0.590 -0.32 0.17 0.29 -0.83
C -3.902 0.185 2.845 -0.01 -0.04 0.03 0.57
C -3.782 -1.267 2.456 0.01 0.06 0.00 -0.26
H -5.157 -0.114 6.014 0.00 0.01 0.00 0.40
H -3.905 -1.178 5.371 0.00 0.01 0.00 0.30
H -5.518 -1.215 4.680 0.01 0.01 0.00 0.29
H -4.812 2.117 5.481 0.00 0.00 -0.01 0.33
H -4.091 3.903 3.923 0.00 -0.01 0.00 0.42
H -3.231 3.299 1.679 0.00 -0.04 0.05 0.55
H -2.196 0.318 0.690 0.08 0.00 -0.03 -0.96
H -4.930 2.740 0.251 0.03 -0.02 -0.08 0.66
H -5.243 3.972 -1.827 0.00 0.00 0.00 0.40
H -3.802 3.532 -3.809 0.00 0.00 0.00 0.42
H -2.119 1.705 -3.670 -0.01 0.00 0.01 0.42
H -3.197 -1.401 1.550 -0.04 0.04 0.05 -1.08
H -4.765 -1.717 2.288 0.02 0.00 -0.01 0.37
H -3.298 -1.842 3.248 0.01 0.00 0.02 0.33
```
Positions in Å, forces in eV/Å.

Computed properties:
- 2S+1 = 2
- lowest unoccupied orbital energy (alpha / beta) (eV) = 1.717 / 1.541
- charge = -1

=====

# 2
DFT (wB97M-V/def2-TZVPD) results for one molecule with the formula C18H22ClN5O4S.

The geometry in XYZ format:
```
51
Properties=species:S:1:pos:R:3:forces:R:3:mulliken_charge:R:1
C 0.909 -2.447 -2.197 0.00 0.00 0.00 -1.57
C 1.503 -2.277 -0.812 0.00 0.01 0.00 0.49
C 0.498 -1.788 0.233 0.00 0.00 0.00 -1.01
N 1.356 -1.193 1.269 0.00 -0.01 0.00 0.16
C 1.079 -0.942 2.564 -0.01 0.02 -0.01 0.17
O 1.952 -0.667 3.375 0.00 -0.01 0.01 -0.68
C -0.364 -0.957 3.015 0.00 0.00 0.00 0.60
C -0.593 -1.178 4.396 -0.01 0.00 0.00 -0.63
C -1.872 -1.143 4.851 0.00 0.00 0.00 0.47
Cl -2.210 -1.425 6.523 0.00 0.00 0.00 -0.23
C -2.937 -0.863 3.955 0.00 0.00 0.01 0.66
C -4.304 -0.784 4.294 0.00 0.00 0.00 -0.75
C -5.208 -0.496 3.313 0.00 0.00 0.00 -0.42
N -4.878 -0.273 2.015 0.00 0.00 0.00 -0.62
C -3.618 -0.343 1.689 0.00 0.00 0.00 -0.35
C -2.581 -0.643 2.612 0.00 0.00 -0.01 -0.04
N -1.306 -0.700 2.151 0.00 0.00 0.00 -0.28
C 2.748 -1.088 0.823 0.00 0.01 -0.01 -1.10
C 2.626 -1.234 -0.686 0.00 -0.01 0.01 -0.60
N 2.241 0.038 -1.272 0.01 0.00 0.00 0.01
C 2.585 0.393 -2.526 -0.01 0.00 0.00 0.23
O 3.335 -0.246 -3.242 0.01 0.00 0.00 -0.69
C 1.924 1.672 -3.064 -0.04 -0.17 0.10 0.59
C 0.912 1.232 -4.120 0.02 0.07 -0.05 -1.59
N 1.380 2.489 -1.974 0.04 0.17 -0.11 -0.30
S -0.146 3.009 -1.704 -0.03 -0.08 0.06 1.17
C -0.506 4.269 -2.893 0.00 0.00 0.00 -0.94
O -1.039 1.916 -1.947 0.00 0.00 0.00 -0.61
O -0.083 3.650 -0.424 0.00 0.00 0.00 -0.67
H 0.459 -1.515 -2.543 0.00 0.00 0.00 0.13
H 1.671 -2.743 -2.918 0.00 0.00 0.00 0.42
H 0.127 -3.208 -2.190 0.00 0.00 0.00 0.49
H 1.925 -3.229 -0.474 0.00 0.00 0.00 0.46
H -0.114 -2.592 0.639 0.00 0.00 0.00 0.61
H -0.176 -1.042 -0.192 0.00 0.00 0.00 0.16
H 0.248 -1.357 5.049 0.00 0.00 0.00 0.55
H -4.626 -0.946 5.312 0.00 0.00 0.00 0.40
H -6.264 -0.429 3.544 0.00 0.00 0.00 0.38
H -3.340 -0.159 0.657 0.00 0.00 0.00 0.52
H 3.357 -1.887 1.253 0.00 0.00 0.00 0.48
H 3.178 -0.137 1.134 0.00 0.00 0.00 0.35
H 3.550 -1.551 -1.164 0.00 0.00 0.00 0.59
H 1.573 0.620 -0.789 0.00 0.00 0.00 0.32
H 2.719 2.235 -3.557 0.00 0.00 0.00 0.24
H 1.444 0.607 -4.834 0.00 0.00 0.00 0.46
H 0.095 0.665 -3.681 0.00 0.00 0.00 0.39
H 0.496 2.083 -4.658 0.00 0.00 0.00 0.31
H 2.048 3.049 -1.464 0.00 0.00 0.00 0.26
H -1.500 4.640 -2.653 0.00 0.00 0.00 0.36
H 0.227 5.066 -2.792 0.00 0.00 0.00 0.32
H -0.497 3.846 -3.893 0.00 0.00 0.00 0.30
```
Positions in Å, forces in eV/Å.

Computed properties:
- 2S+1 = 1
- lowest unoccupied orbital energy (eV) = -0.377
- structure (SMILES) = C[C@@H]1CN(C(=O)c2cc(Cl)c3ccncc3n2)C[C@@H]1NC(=O)[C@@H](C)NS(C)(=O)=O
- charge = 0

=====

# 3
DFT (wB97M-V/def2-TZVPD) results for C11H28BaF3NO9S2 as an isolated structure at a distorted geometry.

The geometry in XYZ format:
```
55
Properties=species:S:1:pos:R:3:forces:R:3:mulliken_charge:R:1
Ba -6.431 -10.516 21.290 0.09 -2.11 0.39 1.85
N -6.908 -8.250 17.423 -1.03 -1.14 1.37 -0.23
H -7.826 -8.668 17.469 -1.10 0.17 -1.00 0.44
H -6.369 -9.063 17.684 1.31 -0.62 -0.38 0.11
H -6.916 -7.668 18.248 0.45 1.37 -0.30 0.35
H -6.690 -7.853 16.520 0.12 0.57 -0.35 0.40
C -4.055 -10.011 18.123 -0.69 0.47 0.10 -0.49
O -5.304 -10.484 18.541 1.41 0.89 -0.20 -0.44
H -4.041 -9.077 17.560 -0.46 -0.01 -0.22 0.25
H -3.387 -9.858 18.971 0.06 -0.08 0.86 0.31
H -3.410 -10.715 17.598 -0.27 -0.86 -0.36 0.32
O -7.556 -12.999 20.941 0.97 1.85 0.36 -0.52
S -8.651 -13.685 20.290 -5.22 -2.72 -0.83 0.86
O -10.045 -13.155 20.383 4.41 -0.98 -0.24 -0.56
O -8.313 -13.837 18.713 -0.53 1.49 1.63 -0.27
C -6.955 -13.815 18.256 0.61 -1.74 -1.41 0.19
C -6.878 -13.408 16.777 0.20 0.31 0.93 -1.21
C -8.593 -15.505 20.863 -0.21 1.67 -0.11 -0.90
H -6.668 -14.866 18.293 0.37 -0.06 0.08 0.34
H -6.222 -13.280 18.859 -0.51 0.37 0.34 0.10
H -7.031 -12.332 16.682 -0.28 0.07 -0.24 0.21
H -7.549 -13.966 16.125 0.00 0.10 0.20 0.38
H -5.847 -13.600 16.479 0.00 -0.11 -0.19 0.38
H -8.688 -15.521 21.948 0.44 0.34 0.02 0.38
H -7.640 -15.882 20.493 -0.17 -0.11 0.14 0.32
H -9.473 -16.050 20.521 0.14 0.34 -0.64 0.38
O -4.737 -12.735 21.077 -0.09 0.44 0.34 -0.25
S -3.359 -13.134 21.326 5.16 -3.65 -0.24 0.70
O -2.554 -12.565 22.414 -2.32 -0.31 -2.08 -0.57
O -3.242 -14.867 21.472 -4.06 4.89 -0.98 -0.25
C -1.975 -15.361 21.734 1.84 0.13 -0.31 -0.22
C -2.160 -16.556 22.537 0.61 -1.74 1.23 -1.30
C -2.321 -12.995 19.716 -0.62 1.00 0.63 -0.92
H -1.396 -14.626 22.293 0.29 0.05 -0.44 0.46
H -1.565 -15.739 20.797 0.62 0.93 -0.22 0.30
H -2.980 -16.415 23.241 0.06 -0.45 -0.02 0.31
H -1.230 -16.718 23.082 -0.08 -0.08 0.31 0.37
H -2.221 -17.427 21.884 -0.73 -0.11 0.34 0.32
H -2.241 -11.926 19.520 0.16 0.15 0.34 0.24
H -2.693 -13.414 18.781 -0.71 -0.55 0.56 0.42
H -1.312 -13.379 19.868 -0.22 -0.07 0.57 0.41
C -2.487 -6.327 18.551 -0.87 1.44 -1.13 -1.15
C -3.637 -5.548 19.160 1.30 2.11 2.28 -0.07
O -3.994 -4.336 18.504 -0.74 -0.23 -1.59 -0.28
C -4.332 -3.150 19.095 2.82 -0.64 1.75 0.32
O -4.024 -2.813 20.209 -1.17 -0.62 -1.27 -0.46
C -4.777 -2.224 17.990 0.58 2.73 -2.14 0.89
F -5.478 -2.897 17.063 -0.12 0.26 0.35 -0.23
F -5.435 -1.153 18.405 -0.80 -0.90 0.61 -0.21
F -3.701 -1.635 17.346 -0.47 -1.71 0.70 -0.23
H -2.828 -6.491 17.529 0.51 -1.37 -0.17 0.33
H -2.180 -7.096 19.259 -0.26 -0.53 -0.59 0.32
H -1.614 -5.690 18.409 -0.07 0.21 0.28 0.35
H -3.184 -5.190 20.085 -0.75 -0.36 0.83 0.37
H -4.574 -6.079 19.326 0.02 -0.47 0.10 0.06
```
Positions in Å, forces in eV/Å.

Computed properties:
- 2S+1 = 2
- lowest unoccupied orbital energy (alpha / beta) (eV) = -11.001 / -13.743
- charge = +3